1.
Computed, not measured: a cluster of 2 separate species, C2H5N5O in total, with wB97M-V/def2-TZVPD.

Element x y z (Å)
O -0.703 -1.446 0.025
N -2.759 -0.407 -0.259
N 1.642 1.311 -0.236
N 0.620 -0.707 0.365
N 1.674 -1.791 -0.107
N -0.798 0.915 0.389
C 0.632 0.640 0.007
C -1.559 -0.278 -0.020
H 2.014 -1.249 -0.956
H -3.533 0.293 0.209
H -1.061 1.671 -0.075
H 1.334 2.338 -0.238
H 2.498 -1.292 0.898

The energy relative to the best compared isomer or geometry (same formula, charge and spin) comes out at 560.9 kJ/mol. The calculation puts the HOMO energy at -9.67 eV.

Population analysis type natural (NBO), resulting atomic charges in e: number 1, O, carries -0.33; number 2, N, carries -0.72; number 3, N, carries -0.68; number 4, N, carries -0.08; number 5, N, carries -0.57; number 6, N, carries -0.63; number 7, C, carries 0.51; number 8, C, carries 0.67; number 9, H, carries 0.35; number 10, H, carries 0.39; number 11, H, carries 0.37; number 12, H, carries 0.36; number 13, H, carries 0.36


2.
Computed, not measured: the molecule C2H5N5O, with wB97M-V/def2-TZVPD.

Element x y z (Å)
O -0.512 1.261 -0.959
N 0.829 -0.877 -1.689
N 0.006 -0.214 -0.811
N 1.192 -1.920 -1.198
N -1.269 -0.556 1.028
N 0.704 -1.910 0.294
C -0.013 2.138 0.025
C -0.351 -0.945 0.176
H 1.049 1.985 0.066
H -0.313 3.183 -0.274
H 0.621 -2.811 0.853
H -1.371 -1.468 1.598
H -0.572 2.133 0.890

The energy relative to the best compared isomer or geometry (same formula, charge and spin) comes out at 550.3 kJ/mol. The calculation puts the HOMO energy at -9.16 eV.

Population analysis type natural (NBO), resulting atomic charges in e: number 1, O, carries -0.30; number 2, N, carries 0.02; number 3, N, carries -0.04; number 4, N, carries 0.01; number 5, N, carries -0.73; number 6, N, carries -0.51; number 7, C, carries -0.26; number 8, C, carries 0.48; number 9, H, carries 0.19; number 10, H, carries 0.21; number 11, H, carries 0.42; number 12, H, carries 0.32; number 13, H, carries 0.20


3.
Computed, not measured: a structure of composition C2H5N5O2, with wB97M-V/def2-TZVPD.

Element x y z (Å)
O 1.528 -1.543 -0.544
O 2.591 0.124 0.577
N -0.825 -0.416 -0.991
N -0.467 -0.088 1.411
N 0.411 1.834 0.313
N -1.633 -0.978 -0.083
N -1.439 -0.814 1.169
C 1.651 -0.364 0.043
C 0.284 0.428 0.368
H -0.327 2.286 0.842
H 1.165 2.292 -0.176
H 0.665 -1.587 -1.001
H -2.468 -1.489 -0.461
H -1.136 0.315 -1.467

The energy relative to the best compared isomer or geometry (same formula, charge and spin) comes out at 264.8 kJ/mol. The calculation puts the HOMO energy at -8.88 eV.

Population analysis type natural (NBO), resulting atomic charges in e: number 1, O, carries -0.67; number 2, O, carries -0.55; number 3, N, carries -0.65; number 4, N, carries -0.35; number 5, N, carries -0.82; number 6, N, carries -0.24; number 7, N, carries 0.07; number 8, C, carries 0.76; number 9, C, carries 0.35; number 10, H, carries 0.41; number 11, H, carries 0.42; number 12, H, carries 0.52; number 13, H, carries 0.40; number 14, H, carries 0.35


4.
Computed, not measured: the molecule C2H5NO, with wB97M-V/def2-TZVPD.

Element x y z (Å)
O 1.529 -1.004 0.760
N 0.119 0.314 -0.456
C 1.324 -0.232 -0.156
C -1.062 0.033 0.330
H 0.038 0.881 -1.284
H -1.666 -0.764 -0.115
H -1.670 0.937 0.430
H -0.737 -0.290 1.320
H 2.124 0.125 -0.831

The energy relative to the best compared isomer or geometry (same formula, charge and spin) comes out at 46.4 kJ/mol. The calculation puts the HOMO energy at -9.85 eV.

Population analysis type natural (NBO), resulting atomic charges in e: number 1, O, carries -0.61; number 2, N, carries -0.61; number 3, C, carries 0.52; number 4, C, carries -0.43; number 5, H, carries 0.39; number 6, H, carries 0.20; number 7, H, carries 0.20; number 8, H, carries 0.23; number 9, H, carries 0.11


5.
Computed, not measured: a cluster of 2 separate species, C2H5NO in total, with wB97M-V/def2-TZVPD.

Element x y z (Å)
O -0.681 1.283 -0.810
N 0.890 0.735 1.297
C -0.015 -0.962 -0.378
C 0.242 0.101 0.472
H -1.538 1.259 -0.358
H -1.004 -1.400 -0.275
H -0.072 0.504 -1.336
H 1.418 0.171 1.956
H 0.761 -1.691 -0.569

The energy relative to the best compared isomer or geometry (same formula, charge and spin) comes out at 472.1 kJ/mol. The calculation puts the HOMO energy at -8.27 eV.

Population analysis type natural (NBO), resulting atomic charges in e: number 1, O, carries -0.97; number 2, N, carries -0.66; number 3, C, carries -0.88; number 4, C, carries 0.56; number 5, H, carries 0.51; number 6, H, carries 0.24; number 7, H, carries 0.55; number 8, H, carries 0.40; number 9, H, carries 0.25


6.
Computed, not measured: a structure of composition C2H5NO, with wB97M-V/def2-TZVPD.

Element x y z (Å)
O 0.377 -1.532 -0.688
N 0.568 0.553 0.278
C -0.886 0.654 -0.055
C 1.018 -0.672 -0.141
H -1.050 0.558 -1.127
H 2.111 -0.754 -0.040
H -1.391 -0.178 0.430
H -1.274 1.601 0.308
H 0.527 -0.230 1.035

The energy relative to the best compared isomer or geometry (same formula, charge and spin) comes out at 259.1 kJ/mol. The calculation puts the HOMO energy at -10.32 eV.

Population analysis type natural (NBO), resulting atomic charges in e: number 1, O, carries -0.58; number 2, N, carries -0.54; number 3, C, carries -0.45; number 4, C, carries 0.42; number 5, H, carries 0.22; number 6, H, carries 0.14; number 7, H, carries 0.20; number 8, H, carries 0.21; number 9, H, carries 0.38


7.
Computed, not measured: the molecule C2H5NO, with wB97M-V/def2-TZVPD.

Element x y z (Å)
O -0.113 -1.591 1.068
N -0.040 1.515 -1.092
C -0.514 -0.617 0.461
C 0.492 0.341 -0.260
H 1.316 -0.339 -0.614
H 0.951 0.836 0.586
H 0.795 1.681 -1.617
H -1.580 -0.739 0.079
H -0.158 2.337 -0.546

The energy relative to the best compared isomer or geometry (same formula, charge and spin) comes out at 204.4 kJ/mol. The calculation puts the HOMO energy at -9.69 eV.

Population analysis type natural (NBO), resulting atomic charges in e: number 1, O, carries -0.52; number 2, N, carries -0.82; number 3, C, carries 0.41; number 4, C, carries -0.35; number 5, H, carries 0.24; number 6, H, carries 0.20; number 7, H, carries 0.36; number 8, H, carries 0.12; number 9, H, carries 0.36


8.
Computed, not measured: the molecule C2H5NO, with wB97M-V/def2-TZVPD.

Element x y z (Å)
O 0.218 -0.493 -0.093
N -0.750 0.468 -0.073
C 1.525 0.088 0.004
C -1.889 -0.093 0.011
H 1.471 1.183 0.139
H -1.978 -1.182 0.057
H 2.082 -0.138 -0.899
H -2.750 0.535 -0.007
H 2.071 -0.369 0.861

The energy relative to the best compared isomer or geometry (same formula, charge and spin) comes out at 288.6 kJ/mol. The calculation puts the HOMO energy at -9.58 eV.

Population analysis type natural (NBO), resulting atomic charges in e: number 1, O, carries -0.40; number 2, N, carries -0.11; number 3, C, carries -0.26; number 4, C, carries -0.15; number 5, H, carries 0.20; number 6, H, carries 0.18; number 7, H, carries 0.18; number 8, H, carries 0.19; number 9, H, carries 0.18


| no. | frontier orbital gap (eV) |
| --- | --- |
| 1 | 10.05 |
| 2 | 9.73 |
| 3 | 9.51 |
| 4 | 10.75 |
| 5 | 8.89 |
| 6 | 11.19 |
| 7 | 10.50 |
| 8 | 10.81 |